No. 1
# C18H17F6N7O4RhS3

A structure of composition C18H17F6N7O4RhS3 at a distorted geometry (ωB97M-V/def2-TZVPD, the OMol25 dataset).

Values from the calculation:
E_LUMO (eV): -4.597
Total charge: +1
2S+1: 1
Kohn-Sham gap (eV): 7.040
Molar mass (g/mol): 708.47
HOMO (eV): -11.637

Geometry as XYZ:
```
56
Properties=species:S:1:pos:R:3:forces:R:3
Rh 0.1387 0.1185 -0.3255 -0.47 -0.87 -0.39
C 2.8956 -4.7643 0.3331 0.04 0.01 -0.02
C 3.1028 -3.9636 1.6069 -0.04 0.11 0.00
N 2.9512 -2.5088 1.4386 -0.05 -0.06 -0.14
C 1.8415 -1.8884 1.0470 0.29 -0.02 0.30
S 1.9015 -0.1200 1.0395 -0.09 0.22 0.52
N 0.7536 -2.5625 0.7616 -0.24 0.46 -0.13
N -0.2416 -1.6924 0.4354 0.36 -0.90 -0.76
C -1.4364 -2.1142 0.2029 -0.30 0.36 0.35
C -1.8214 -3.5403 0.0390 -0.03 0.05 0.21
C -2.3826 -0.9828 0.2091 0.09 -0.16 -0.10
C -3.7474 -1.1508 0.1097 -0.17 0.07 -0.02
C -4.5704 -0.0368 0.1394 -0.05 -0.06 -0.01
C -4.0045 1.2167 0.2824 0.00 0.03 0.03
C -2.6306 1.3157 0.3917 0.05 -0.11 0.20
N -1.8306 0.2499 0.3656 0.16 0.37 0.27
H 3.1439 -5.8072 0.5326 0.00 0.01 -0.02
H 3.5427 -4.4016 -0.4660 0.02 -0.02 0.02
H 1.8685 -4.7120 -0.0141 -0.02 0.01 0.00
H 4.1200 -4.1040 1.9675 -0.02 0.00 0.07
H 2.4223 -4.2921 2.3939 -0.04 -0.02 -0.02
H 3.7372 -1.9274 1.6743 0.03 0.01 -0.04
H -0.9478 -4.1082 -0.2701 0.02 -0.02 -0.01
H -2.5962 -3.6157 -0.7243 0.02 -0.02 -0.01
H -2.2044 -3.9720 0.9662 0.00 0.02 0.02
H -4.1604 -2.1424 -0.0032 0.03 0.01 -0.03
H -5.6421 -0.1507 0.0490 0.01 0.01 0.00
H -4.6098 2.1108 0.3170 0.01 0.00 0.01
H -2.1565 2.2722 0.5329 -0.06 -0.03 0.04
F -2.6090 0.8063 -4.8414 0.07 0.02 -0.04
C -1.4608 0.1508 -4.7422 -0.03 0.07 -0.03
F -1.3112 -0.6708 -5.7639 -0.07 0.05 -0.01
F -0.4562 1.0277 -4.7263 0.00 -0.05 0.00
S -1.4753 -0.8098 -3.1659 0.02 -0.15 0.06
O -1.0949 0.2006 -2.1706 -0.19 0.15 -0.01
O -2.7792 -1.3708 -3.0437 0.07 0.05 0.02
N -0.3891 -1.9056 -3.3853 0.00 0.01 0.15
S 1.0016 -2.0485 -2.6894 -0.17 0.03 0.19
O 1.2066 -3.3555 -2.1709 0.05 0.07 -0.03
O 1.3526 -0.9123 -1.8126 0.43 0.07 -0.02
C 2.1811 -1.8161 -4.0746 0.13 0.06 -0.05
F 1.9576 -0.6387 -4.6531 -0.02 -0.02 0.01
F 3.4135 -1.8349 -3.5847 -0.01 -0.05 -0.05
F 2.0179 -2.7872 -4.9509 0.05 0.02 -0.03
N 3.4282 2.6097 -4.9342 -0.02 -0.01 0.03
C 2.6636 2.7472 -4.0893 -0.12 0.03 0.10
C 1.6967 2.9145 -3.0324 0.22 0.03 -0.10
C 0.8663 4.0249 -2.9759 -0.03 0.11 -0.07
C -0.0243 4.1265 -1.9236 0.04 0.10 0.02
C -0.0777 3.1108 -0.9936 0.16 -0.04 0.27
N 0.7003 2.0224 -1.0532 -0.13 -0.10 -0.90
C 1.5876 1.9390 -2.0569 0.06 0.10 0.24
H 0.9304 4.7939 -3.7338 -0.01 -0.01 0.00
H -0.6718 4.9847 -1.8191 0.00 0.00 0.00
H -0.7374 3.1769 -0.1427 0.02 0.02 -0.09
H 2.2264 1.0695 -2.0819 -0.04 -0.03 -0.01
```
Positions in Å, forces in eV/Å.

Partial atomic charges computed with the Mulliken method, in multiples of e: atom 1 (Rh): -0.404, atom 2 (C): -0.811, atom 3 (C): -0.479, atom 4 (N): -0.167, atom 5 (C): 0.557, atom 6 (S): -0.282, atom 7 (N): -0.937, atom 8 (N): 0.835, atom 9 (C): 0.882, atom 10 (C): -1.524, atom 11 (C): 0.548, atom 12 (C): -0.495, atom 13 (C): -0.495, atom 14 (C): -0.927, atom 15 (C): -0.117, atom 16 (N): -0.155, atom 17 (H): 0.406, atom 18 (H): 0.254, atom 19 (H): 0.117, atom 20 (H): 0.402, atom 21 (H): 0.246, atom 22 (H): 0.247, atom 23 (H): 0.216, atom 24 (H): 0.479, atom 25 (H): 0.379, atom 26 (H): 0.406, atom 27 (H): 0.461, atom 28 (H): 0.459, atom 29 (H): 0.431, atom 30 (F): -0.198, atom 31 (C): 0.442, atom 32 (F): -0.193, atom 33 (F): -0.122, atom 34 (S): 1.073, atom 35 (O): -0.132, atom 36 (O): -0.671, atom 37 (N): -0.562, atom 38 (S): 1.279, atom 39 (O): -0.597, atom 40 (O): -0.046, atom 41 (C): 0.365, atom 42 (F): -0.194, atom 43 (F): -0.190, atom 44 (F): -0.188, atom 45 (N): -0.451, atom 46 (C): -0.253, atom 47 (C): 0.094, atom 48 (C): -0.140, atom 49 (C): -0.955, atom 50 (C): -0.417, atom 51 (N): 0.017, atom 52 (C): -0.012, atom 53 (H): 0.547, atom 54 (H): 0.457, atom 55 (H): 0.632, atom 56 (H): 0.884

---

No. 2
# C18H17N2O7

A cluster of 2 separate species, C18H17N2O7 in total at a distorted geometry (ωB97M-V/def2-TZVPD, the OMol25 dataset).

Values from the calculation:
E_LUMO (eV): 2.673
Total charge: -1
2S+1: 1
Kohn-Sham gap (eV): 7.723
Molar mass (g/mol): 373.34
HOMO (eV): -5.050

Geometry as XYZ:
```
44
Properties=species:S:1:pos:R:3:forces:R:3
N -1.5534 1.9506 0.1661 0.34 0.23 0.87
C -1.4775 3.3543 0.3252 0.14 -0.89 0.17
O -0.4413 4.0280 0.3002 -0.53 -0.95 -0.25
N -2.6867 3.9863 0.5337 0.00 -0.83 -0.17
C -3.9680 3.4141 0.6161 0.52 0.80 -0.24
O -4.9299 4.1696 0.7236 -0.13 -0.29 0.07
C -3.9225 1.9971 0.5705 0.74 -0.80 0.06
C -2.7117 1.3390 0.4381 -1.30 0.46 -0.01
H -2.6192 4.9743 0.6174 -0.09 0.71 0.08
H -4.8320 1.4508 0.6736 -0.41 -0.26 0.18
H -2.7254 0.2365 0.5679 0.41 0.70 -0.41
C 2.6283 -0.6929 -5.4344 -0.48 0.71 0.45
O 1.8249 0.3779 -4.9198 0.38 -0.05 -0.61
C 1.6141 0.5178 -3.5889 -0.80 -0.26 1.44
C 0.7319 1.5413 -3.1721 0.71 -0.62 -0.93
C 0.3405 1.6294 -1.8536 -0.50 0.12 -0.13
C 0.6135 0.6258 -0.9237 1.96 0.60 -1.03
C 0.1119 0.7904 0.4409 0.92 1.10 1.47
C 0.0544 -0.3464 1.2523 -0.69 -1.71 0.76
C -0.1648 -0.2191 2.6935 -0.17 0.10 -1.08
O -0.4347 0.8342 3.2039 0.12 0.00 0.88
O -0.1891 -1.3811 3.4579 0.23 -0.48 0.03
C 0.3357 -2.6103 2.9115 -0.03 0.77 -0.75
C 1.8610 -2.5781 2.8937 0.20 0.05 0.03
C -0.1570 -3.7934 3.7585 -0.20 0.43 -0.24
O -0.1618 -2.7742 1.5580 0.35 0.01 0.64
C -0.1378 -1.6953 0.6942 -1.15 0.62 -1.44
O -0.4187 -1.9051 -0.4836 0.38 -0.46 1.66
C 1.6278 -0.3099 -1.2919 -0.54 0.78 -0.58
C 2.1227 -0.3545 -2.6024 -0.45 0.36 -0.38
H 2.5536 -0.5638 -6.5119 0.15 -0.17 0.01
H 3.6662 -0.5915 -5.1084 0.01 -0.06 -0.02
H 2.2358 -1.6696 -5.1409 -0.01 0.04 0.04
H 0.3056 2.2021 -3.9279 0.32 0.02 0.23
H -0.2491 2.4940 -1.5381 0.17 -0.57 -0.31
H 0.3874 1.7160 0.9977 0.18 -0.96 -0.62
H 2.2402 -1.7424 2.2769 -0.20 -0.40 0.31
H 2.2145 -2.4640 3.9319 -0.03 0.01 -0.43
H 2.2305 -3.5372 2.4910 -0.10 0.44 0.12
H -1.2492 -3.8258 3.7523 0.13 0.02 -0.01
H 0.2334 -4.7394 3.3640 -0.08 0.31 -0.08
H 0.1922 -3.6924 4.7927 -0.07 0.15 -0.25
H 2.0682 -1.0219 -0.6055 -0.34 0.09 0.21
H 2.8354 -1.1211 -2.9004 -0.08 0.12 0.26
```
Positions in Å, forces in eV/Å.

Partial atomic charges computed with the Mulliken method, in multiples of e: atom 1 (N): -0.190, atom 2 (C): 0.320, atom 3 (O): -0.698, atom 4 (N): -0.063, atom 5 (C): 0.340, atom 6 (O): -0.727, atom 7 (C): -0.798, atom 8 (C): 0.163, atom 9 (H): 0.195, atom 10 (H): 0.429, atom 11 (H): 0.249, atom 12 (C): -0.839, atom 13 (O): -0.441, atom 14 (C): 0.776, atom 15 (C): -0.966, atom 16 (C): -0.117, atom 17 (C): 0.404, atom 18 (C): 0.092, atom 19 (C): 0.884, atom 20 (C): -0.164, atom 21 (O): -0.659, atom 22 (O): -0.374, atom 23 (C): 1.576, atom 24 (C): -1.417, atom 25 (C): -1.674, atom 26 (O): -0.383, atom 27 (C): 0.245, atom 28 (O): -0.678, atom 29 (C): -0.529, atom 30 (C): -0.610, atom 31 (H): 0.241, atom 32 (H): 0.318, atom 33 (H): 0.343, atom 34 (H): 0.374, atom 35 (H): 0.262, atom 36 (H): 0.375, atom 37 (H): 0.281, atom 38 (H): 0.367, atom 39 (H): 0.341, atom 40 (H): 0.395, atom 41 (H): 0.369, atom 42 (H): 0.383, atom 43 (H): 0.248, atom 44 (H): 0.354